[1]
128
Properties=species:S:1:pos:R:3:forces:R:3 method="wB97M-V/def2-TZVPD" energy_ha=-4002.617438 spin_multiplicity=2 fmax_ev_per_a=7.16 orbital_gap_ev="1.71 / 10.06" lumo_energy_ev="1.382 / 1.379" total_charge=-1
C 4.1863 -2.4890 -0.3722 1.298 0.535 -0.817
C 4.3982 -3.4933 -1.5122 0.967 0.552 1.211
O 3.0871 -3.9201 -1.7694 1.161 -2.604 -3.581
C 2.2320 -3.4177 -1.0063 -3.074 0.922 3.036
O 1.0571 -3.6603 -0.8770 0.160 -0.097 -0.873
O 2.8070 -2.5542 -0.1744 -0.318 1.492 1.525
H 4.5194 -1.5113 -0.7202 -0.372 0.355 0.209
H 4.7726 -2.7058 0.5208 -0.246 -0.257 0.181
H 4.9731 -4.3148 -1.0848 0.212 -0.198 -0.800
H 4.8145 -2.9906 -2.3851 0.123 -0.580 -0.052
C 5.3657 3.3831 0.1869 1.829 -3.830 -0.854
C 4.0854 3.8384 -0.2608 -1.940 1.354 -0.612
O 4.1080 5.1714 0.2585 0.377 1.649 0.119
C 4.9898 5.1960 1.2966 -1.589 2.087 2.054
O 5.0972 6.0353 2.1623 -0.236 -0.412 -1.760
O 5.6213 4.0586 1.3588 1.794 -1.122 0.575
H 6.1126 3.4743 -0.6017 0.473 0.946 0.166
H 5.3987 2.3005 0.3091 -0.196 -0.115 0.665
H 3.1946 3.4292 0.2159 0.128 -0.735 -0.347
H 4.0952 3.8471 -1.3507 -0.710 0.076 0.070
C 3.4913 -0.1355 2.3399 0.249 -0.324 -0.163
C 3.5474 -0.1188 3.8278 1.088 -2.014 0.908
O 3.5435 1.2377 4.2074 -0.147 0.191 0.954
C 3.1295 1.9248 3.1648 -1.802 2.402 -0.422
O 2.7076 3.0505 3.0939 0.821 -0.125 1.012
O 3.0764 1.1811 2.0907 -0.145 -0.605 -2.493
H 2.7164 -0.8365 2.0297 0.270 -0.016 -0.499
H 4.4658 -0.3197 1.8878 -0.082 -0.119 -0.310
H 4.4771 -0.5569 4.1910 -0.128 -0.083 0.155
H 2.7050 -0.7217 4.1671 -0.154 0.670 0.833
C -1.6719 3.5393 -1.4648 -1.267 -0.242 0.215
C -1.4098 4.8651 -2.1097 -0.837 0.640 -2.363
O -1.2523 5.7521 -1.0561 1.156 -0.750 1.676
C -0.9421 4.9861 0.0159 1.140 4.119 5.747
O -0.6796 5.5455 1.1218 -0.866 -2.764 -4.255
O -1.0267 3.6791 -0.1959 0.633 0.093 -0.294
H -1.3622 2.6382 -1.9942 0.150 0.205 0.139
H -2.7296 3.5113 -1.2028 -0.208 -0.530 -0.332
H -2.2630 5.3457 -2.5883 -0.174 -0.944 -0.803
H -0.5736 4.8652 -2.8089 0.292 0.081 0.201
C -5.6272 -1.6367 1.3652 -1.106 -0.046 -2.091
C -5.7472 -0.1267 1.5053 -0.734 -0.173 -1.066
O -5.1034 0.1096 2.6987 2.201 0.233 2.294
C -4.5036 -1.0155 3.1796 1.174 -0.883 2.940
O -3.8661 -1.1478 4.2355 -1.691 1.241 -3.152
O -4.7696 -2.0749 2.3972 -0.401 0.647 0.136
H -5.2036 -1.9118 0.3993 0.202 -0.022 0.138
H -6.6501 -2.0130 1.3500 0.244 -0.847 0.705
H -6.7551 0.2628 1.6488 -0.199 -0.373 -0.313
H -5.3132 0.3749 0.6404 0.419 0.273 0.282
C 1.6391 0.7848 -0.9689 -0.011 -1.742 0.392
C 0.5314 -0.1283 -0.3863 1.220 0.822 0.597
C -0.0026 0.2779 1.0172 1.528 0.219 -1.987
O -1.3971 0.3636 0.7893 -1.385 -0.268 -0.217
C -1.7436 0.0508 -0.5046 -2.000 -1.203 0.398
O -2.9299 -0.1630 -0.8769 4.481 1.277 1.041
O -0.6072 -0.0836 -1.2217 -2.228 -0.035 -0.690
H 1.3224 1.7745 -1.2980 -0.143 -0.098 0.212
H 2.1123 0.2260 -1.7763 -0.132 0.357 -0.418
H 2.4327 0.8271 -0.2229 -0.077 0.444 0.138
H 0.8717 -1.1611 -0.3117 0.040 0.010 -0.445
H 0.4806 1.2271 1.2487 -0.687 0.185 0.517
H 0.3347 -0.4944 1.7086 -0.757 0.174 0.432
C -6.1307 -0.0216 -2.7400 -0.534 0.188 0.142
C -7.5949 0.0364 -2.2240 0.501 -2.212 0.002
C -8.6776 -0.6506 -3.1477 1.666 2.159 -0.035
O -9.1393 -1.7669 -2.4335 -0.213 -0.041 0.117
C -8.5142 -1.8762 -1.2364 0.063 -2.295 1.783
O -8.6844 -2.8245 -0.4564 0.520 3.266 -2.346
O -7.6493 -0.8455 -1.0511 -0.564 -0.385 -0.002
H -5.7917 -0.9536 -3.1923 -0.879 -0.424 -0.087
H -5.4275 0.0494 -1.9102 -0.038 0.753 0.042
H -5.9768 0.7204 -3.5236 0.180 0.318 0.292
H -7.9454 1.0056 -1.8691 0.416 0.081 -0.211
H -8.2204 -0.8766 -4.1110 -0.084 -0.706 0.126
H -9.3827 0.1530 -3.3601 -0.911 -0.663 0.234
C 1.1456 -3.2484 3.0933 0.131 0.454 -0.317
C -0.3403 -3.6519 3.2249 2.746 1.214 2.243
C -1.3537 -2.9764 2.3620 0.636 1.880 1.537
O -1.9444 -4.0417 1.7369 -2.066 -0.106 -2.108
C -1.2853 -5.1795 1.9603 -1.683 -2.224 -3.093
O -1.4829 -6.2266 1.3789 -0.168 1.264 0.813
O -0.3853 -4.9749 2.8262 2.302 -1.668 2.107
H 1.4182 -3.2468 2.0380 0.007 0.099 -0.168
H 1.8555 -3.9168 3.5807 -0.490 -0.550 0.087
H 1.4168 -2.2920 3.5403 -0.638 0.211 -0.176
H -0.5970 -3.5841 4.2820 -0.202 -0.130 0.056
H -0.8512 -2.2217 1.7570 -0.238 -0.404 -0.927
H -2.0447 -2.4201 2.9954 -0.356 -0.183 -0.174
C -1.7415 2.8732 3.0204 -0.918 0.880 -0.174
C -1.1378 2.4547 4.3656 -0.837 -0.017 -1.813
C -2.0621 1.9064 5.4659 0.241 0.263 -0.876
O -1.4876 0.6359 5.7062 1.111 -1.267 0.048
C -0.5211 0.2870 4.7630 -0.948 0.951 0.640
O 0.0868 -0.7479 4.7431 -0.636 0.811 0.007
O -0.3923 1.3081 3.8866 0.699 -1.123 1.530
H -2.1912 2.0437 2.4747 0.541 -0.604 0.323
H -0.9895 3.3339 2.3799 -0.002 -0.027 0.176
H -2.6158 3.5242 3.0135 0.242 0.689 0.728
H -0.4374 3.1632 4.8078 0.065 0.072 -0.357
H -3.1164 1.8020 5.2099 0.075 -0.261 -0.459
H -2.0485 2.5710 6.3298 0.398 -0.377 0.292
C 7.6496 -0.0822 -0.6267 -0.259 1.681 -1.379
C 7.1970 0.5043 -2.0426 1.639 -0.651 2.656
C 7.3582 -0.4616 -3.1797 2.077 0.085 -0.290
O 6.1149 -0.5340 -3.7829 -1.037 -0.537 -1.476
C 5.2932 0.2395 -3.1501 -5.385 0.751 1.050
O 4.1048 0.4565 -3.4530 3.348 -0.466 0.503
O 5.8058 0.6330 -1.9539 -1.362 0.553 -0.843
H 7.1029 -1.0177 -0.5083 0.106 0.018 0.427
H 7.3733 0.7117 0.0671 -0.598 -0.320 0.436
H 8.7104 -0.1767 -0.3944 0.154 -0.373 -0.783
H 7.5819 1.5065 -2.2315 0.401 -0.153 -0.053
H 7.6455 -1.4453 -2.8085 0.214 -0.004 -0.365
H 7.9867 -0.0304 -3.9589 0.734 -0.505 0.207
C -0.2400 -2.0907 -3.8167 -0.606 -0.944 -0.903
C -1.5536 -2.3245 -4.5683 -1.961 2.342 0.864
C -2.7138 -1.2320 -4.3129 0.719 -0.794 1.580
O -3.1803 -0.8551 -5.5620 0.457 0.181 -1.429
C -2.4248 -1.4483 -6.5413 -0.594 -0.402 2.182
O -2.6823 -1.3637 -7.6788 0.111 0.269 -1.736
O -1.4588 -2.2058 -5.9888 0.654 -0.462 -0.411
H 0.3232 -1.2385 -4.1969 -0.240 0.151 0.156
H 0.3491 -2.9900 -3.9963 0.296 0.066 0.197
H -0.4506 -2.0341 -2.7487 0.106 0.137 -0.113
H -2.0562 -3.2442 -4.2690 0.634 -0.471 -0.415
H -2.4005 -0.3708 -3.7227 0.292 0.088 -0.157
H -3.5675 -1.6621 -3.7891 0.187 -0.231 0.235

---

[2]
14
Properties=species:S:1:pos:R:3:forces:R:3 method="wB97M-V/def2-TZVPD" relative_energy_kcal_mol=146.2 energy_ha=-307.479500 spin_multiplicity=1 fmax_ev_per_a=1.58 orbital_gap_ev="6.86 / 6.87" lumo_energy_ev="-0.386 / -0.384"
O -1.6855 0.3372 1.3700 -0.301 -0.140 0.194
C -0.7694 -0.5251 0.7204 -0.028 -0.170 -0.506
C 0.5548 0.1678 0.4944 -0.111 0.052 -0.096
C 1.0979 -0.8638 -0.4609 -0.506 0.557 -1.035
O -0.1494 0.1807 -1.6009 1.236 -0.900 0.406
C 0.2742 1.1752 -0.6488 0.210 0.122 0.166
H -2.5534 -0.0772 1.2913 0.162 0.242 0.009
H -0.8377 -0.4107 -0.8323 -0.353 -0.352 1.208
H -0.6483 -1.4966 1.2472 0.011 0.435 -0.213
H 1.1929 0.5382 1.3125 -0.145 -0.233 -0.112
H 1.9816 -0.6771 -1.0629 -0.017 0.150 0.026
H 0.8441 -1.9263 -0.3515 -0.153 0.517 -0.096
H 1.1873 1.6404 -1.0341 -0.108 -0.001 0.194
H -0.4889 1.9375 -0.4445 0.100 -0.281 -0.144

---

[3]
14
Properties=species:S:1:pos:R:3:forces:R:3 method="wB97M-V/def2-TZVPD" relative_energy_kcal_mol=27.5 energy_ha=-262.300489 spin_multiplicity=1 fmax_ev_per_a=2.95 orbital_gap_ev=10.13 lumo_energy_ev=-3.624 total_charge=+1
N -2.5946 -1.2571 -0.7545 1.438 1.270 -0.450
H -3.0066 -1.0084 0.1363 0.518 -0.077 0.548
H -3.2734 -0.8156 -1.3656 0.172 -0.134 -0.632
H -1.6627 -0.7330 -0.9094 -2.220 -1.163 0.499
N -0.1219 1.0152 0.1371 -0.962 -0.197 -0.581
C 1.0616 0.4550 0.3326 0.987 -0.545 -0.240
N 1.9644 0.3985 -0.6808 0.529 -0.507 1.884
N 1.3756 -0.1098 1.5266 0.364 1.150 -2.693
H -0.4226 1.1025 -0.8414 0.187 0.352 0.760
H -0.8915 0.8107 0.7849 0.590 0.277 -0.385
H 1.9367 1.0025 -1.4666 -0.518 0.560 -0.625
H 2.9312 0.1680 -0.4269 -0.674 0.007 -0.117
H 2.1072 -0.7885 1.4137 0.071 -0.361 0.890
H 0.5967 -0.2402 2.1139 -0.483 -0.633 1.141

---

[4]
45
Properties=species:S:1:pos:R:3:forces:R:3 method="wB97M-V/def2-TZVPD" relative_energy_kcal_mol=0.0 energy_ha=-2003.273987 spin_multiplicity=1 fmax_ev_per_a=0.91 smiles="COc1ccc(NC(=O)CN(c2ccc(Cl)cc2)S(C)(=O)=O)cc1OC" orbital_gap_ev=8.34 lumo_energy_ev=0.519
C -6.6261 -0.0115 1.1012 -0.135 -0.133 0.066
O -5.5984 0.8435 0.6680 0.343 0.164 -0.108
C -4.3227 0.3664 0.6591 -0.019 0.095 -0.046
C -3.9410 -0.9071 1.0414 -0.231 0.297 -0.067
C -2.6103 -1.3040 0.9989 0.295 -0.036 -0.027
C -1.6487 -0.4115 0.5668 -0.464 -0.228 0.105
N -0.2785 -0.7276 0.5053 0.113 0.341 0.066
C 0.2688 -1.9479 0.3557 0.346 -0.058 0.126
O -0.3271 -3.0059 0.3620 -0.003 -0.166 -0.003
C 1.8000 -1.9344 0.2074 -0.358 -0.474 -0.005
N 2.3331 -0.6963 -0.3052 -0.470 0.007 -0.753
C 3.6026 -0.2543 0.0962 0.735 0.453 0.286
C 4.5871 -1.1157 0.5711 -0.291 0.042 -0.138
C 5.8146 -0.6188 0.9704 0.087 0.176 0.031
C 6.0685 0.7394 0.8791 -0.221 -0.158 -0.066
Cl 7.6043 1.3560 1.3699 0.213 0.091 0.070
C 5.1001 1.6077 0.3977 0.031 -0.065 0.000
C 3.8696 1.1110 0.0173 0.173 -0.134 0.158
S 1.8058 -0.0833 -1.7987 -0.177 -0.357 -0.384
C 0.9984 -1.4598 -2.6475 0.423 0.486 0.602
O 0.8332 0.9373 -1.5223 -0.241 0.029 -0.040
O 2.9520 0.3006 -2.5592 0.218 -0.181 -0.168
C -2.0133 0.8782 0.1754 -0.099 0.104 -0.051
C -3.3353 1.2762 0.2108 -0.167 -0.051 0.083
O -3.7879 2.5020 -0.1617 -0.146 -0.341 0.136
C -2.8508 3.4431 -0.6268 0.147 0.140 -0.063
H -7.5429 0.5710 1.0259 0.035 -0.083 0.024
H -6.4807 -0.3236 2.1409 0.005 -0.002 -0.042
H -6.7087 -0.8990 0.4649 0.015 0.023 0.031
H -4.6764 -1.6175 1.3818 -0.116 -0.031 0.028
H -2.3351 -2.3021 1.2922 0.022 -0.047 0.014
H 0.3201 0.0693 0.3234 -0.042 -0.225 0.141
H 2.0800 -2.8101 -0.3934 -0.114 0.069 0.139
H 2.2023 -2.0832 1.2154 -0.013 0.055 -0.165
H 4.4087 -2.1781 0.6262 -0.030 -0.120 -0.005
H 6.5759 -1.2875 1.3402 0.071 -0.033 0.038
H 5.3066 2.6638 0.3292 0.035 0.092 0.006
H 3.1046 1.7726 -0.3557 -0.028 0.170 0.042
H 0.6687 -1.0525 -3.5960 0.005 0.197 -0.081
H 0.1523 -1.8262 -2.0821 -0.149 -0.047 0.077
H 1.7391 -2.2311 -2.8124 0.118 -0.152 -0.011
H -1.2405 1.5396 -0.1820 0.020 0.147 -0.053
H -3.4306 4.3260 -0.8914 0.092 -0.039 0.004
H -2.1254 3.7054 0.1504 -0.014 -0.021 -0.025
H -2.3159 3.0797 -1.5099 -0.017 0.003 0.027